C7H12Ag4Br6O3 as an isolated structure in a non-equilibrium geometry. Source: the Open Molecules 2025 dataset; level of theory: ωB97M-V/def2-TZVPD.

```
! wB97M-V def2-TZVPD RIJCOSX def2/J DEFGRID3
* xyz 2 1
Ag 12.88 1.69 0.04
Ag 15.14 -1.05 2.09
Ag 16.76 0.01 -1.39
Ag 13.26 1.35 3.46
C 15.57 1.21 0.80
O 15.25 1.55 -0.31
O 16.56 0.49 0.95
O 14.81 1.39 1.73
Br 19.62 3.57 -1.44
C 18.43 3.53 0.19
C 17.08 4.18 -0.06
Br 17.18 6.14 -0.15
H 19.06 4.08 0.89
H 18.32 2.47 0.43
H 16.41 4.03 0.79
H 16.48 3.79 -0.88
Br 18.13 3.40 5.34
C 17.81 2.51 3.61
C 18.98 1.58 3.23
Br 20.72 2.48 3.77
H 17.63 3.26 2.84
H 16.89 1.94 3.58
H 18.99 1.25 2.19
H 18.93 0.65 3.79
Br 13.07 4.10 -3.72
C 14.42 2.65 -4.00
C 15.74 3.42 -4.22
Br 17.30 2.10 -4.11
H 14.08 2.01 -4.81
H 14.38 2.03 -3.11
H 15.81 4.09 -3.36
H 15.87 4.08 -5.07
*
```

Calculated values
ΔE to the lowest compared entry with this formula, charge and spin in kcal per mole: 75.8
Frontier orbital gap in eV: 3.692

Results of the natural (NBO) charge analysis, in e, for atoms 1 through 2: 0.946 0.953


CH2N2OS in the gas phase in a non-equilibrium geometry. Source: the Open Molecules 2025 dataset; level of theory: ωB97M-V/def2-TZVPD.

```
! wB97M-V def2-TZVPD RIJCOSX def2/J DEFGRID3
* xyz 0 1
C 0.76 0.18 -0.01
N 0.17 -1.06 -0.02
N -1.01 -1.24 0.00
O -1.77 0.15 0.02
S -0.76 1.45 0.03
H 1.17 0.25 0.96
H 1.43 0.27 -0.99
*
```

Calculated values
ΔE to the lowest compared entry with this formula, charge and spin in kcal per mole: 36.9
Structure (SMILES): C1N=NOS1
Frontier orbital gap in eV: 9.026

Results of the natural (NBO) charge analysis, in e, for atoms 1 through 2: -0.387 -0.124


C5H8O2 as an isolated structure. Source: the Open Molecules 2025 dataset; level of theory: ωB97M-V/def2-TZVPD.

```
! wB97M-V def2-TZVPD RIJCOSX def2/J DEFGRID3
* xyz 0 1
C -1.61 -0.54 0.61
C -0.32 -0.17 0.15
O -0.80 1.71 0.20
C 1.05 -0.17 0.84
C 1.68 -0.19 -0.56
O 1.18 -1.37 -1.19
C 0.37 -0.20 -1.21
H -2.30 -0.94 -0.13
H -1.68 -0.99 1.59
H -1.66 0.88 0.58
H -1.04 2.01 -0.69
H 1.23 0.74 1.42
H 1.26 -1.06 1.44
H 2.62 0.21 -0.90
H 0.03 0.17 -2.17
*
```

Calculated values
ΔE to the lowest compared entry with this formula, charge and spin in kcal per mole: 125.0
Frontier orbital gap in eV: 9.577

Results of the natural (NBO) charge analysis, in e, for atoms 1 through 2: -0.809 0.351


C18H23BaCsFN3O3S as an isolated structure in a non-equilibrium geometry. Source: the Open Molecules 2025 dataset; level of theory: ωB97M-V/def2-TZVPD.

```
! wB97M-V def2-TZVPD RIJCOSX def2/J DEFGRID3
* xyz 2 1
Ba 1.02 -8.64 3.80
Cs -2.78 -10.52 3.14
F -0.37 -10.61 4.90
O 2.71 -10.08 5.55
S 3.49 -11.29 5.79
O 4.07 -11.52 7.12
O 2.64 -12.62 5.26
C 2.14 -12.61 3.90
C 2.75 -13.79 3.10
C 4.80 -11.31 4.54
H 2.32 -11.64 3.43
H 1.06 -12.75 3.84
H 2.46 -13.73 2.05
H 2.55 -14.77 3.53
H 3.84 -13.73 3.08
H 5.13 -12.34 4.59
H 5.54 -10.56 4.83
H 4.33 -11.08 3.58
N -1.84 -14.27 3.88
C -1.75 -13.61 5.03
C -2.71 -13.67 6.05
C -3.79 -14.51 5.89
C -3.90 -15.26 4.71
C -2.95 -15.03 3.71
H -0.90 -12.98 5.26
H -2.67 -13.11 6.97
H -4.61 -14.55 6.60
H -4.72 -15.95 4.61
H -3.02 -15.51 2.74
N 0.90 -7.09 6.26
C 0.50 -7.93 7.31
C 0.19 -7.49 8.56
C 0.30 -6.10 8.83
C 0.69 -5.29 7.74
C 0.93 -5.80 6.53
H 0.47 -8.99 7.11
H 0.03 -8.22 9.35
H 0.28 -5.69 9.83
H 0.79 -4.23 7.90
H 1.29 -5.03 5.86
N 0.24 -11.06 9.00
C 0.74 -11.86 8.06
C 1.51 -12.97 8.32
C 1.68 -13.33 9.68
C 1.19 -12.52 10.69
C 0.51 -11.37 10.30
H 0.58 -11.62 7.02
H 2.03 -13.53 7.56
H 2.29 -14.21 9.82
H 1.49 -12.66 11.72
H 0.16 -10.66 11.03
*
```

Calculated values
Frontier orbital gap in eV: 6.373

Results of the Mulliken charge analysis, in e, for atoms 1 through 2: 1.800 0.978


C4H11NO in the gas phase in a non-equilibrium geometry. Source: the Open Molecules 2025 dataset; level of theory: ωB97M-V/def2-TZVPD.

```
! wB97M-V def2-TZVPD RIJCOSX def2/J DEFGRID3
* xyz 0 1
C 1.35 -0.30 -1.04
C 0.80 0.23 0.27
N 0.40 1.58 0.25
C -0.17 -0.64 0.97
C -1.54 -0.76 -0.03
O -2.28 0.41 -0.22
H 1.40 -1.39 -1.05
H 0.73 0.01 -1.88
H 2.36 0.08 -1.18
H 1.73 0.10 1.17
H 1.14 2.22 0.51
H -0.06 1.85 -0.61
H -0.53 -0.19 1.90
H 0.19 -1.65 1.11
H -1.29 -1.17 -1.01
H -2.17 -1.51 0.47
H -2.06 1.13 0.37
*
```

Calculated values
ΔE to the lowest compared entry with this formula, charge and spin in kcal per mole: 41.9
Structure (SMILES): C[C@@H](N)CCO
Frontier orbital gap in eV: 10.138

Results of the natural (NBO) charge analysis, in e, for atoms 1 through 2: -0.636 -0.014


C23H39AuBrClO3SSi as an isolated structure in a non-equilibrium geometry. Source: the Open Molecules 2025 dataset; level of theory: ωB97M-V/def2-TZVPD.

```
! wB97M-V def2-TZVPD RIJCOSX def2/J DEFGRID3
* xyz 0 1
Au 11.10 10.76 11.35
O 9.62 8.83 12.69
S 9.99 7.43 12.38
C 10.60 7.38 10.65
C 11.90 6.57 10.56
C 12.42 6.19 12.00
C 11.73 7.17 12.94
H 10.76 8.48 10.51
H 9.83 6.93 10.04
H 12.70 7.10 9.96
H 11.64 5.59 10.09
H 13.46 6.39 12.22
H 12.26 5.17 12.26
H 12.14 8.16 12.85
H 11.59 6.82 13.95
C 11.07 14.58 12.11
C 9.71 15.14 11.62
C 10.01 16.45 10.89
C 8.89 15.26 12.85
Si 8.89 13.91 10.45
Br 8.82 11.74 11.67
C 9.82 13.53 8.85
C 11.28 13.53 8.98
C 9.40 12.11 8.28
C 9.39 14.55 7.72
C 7.00 14.16 10.15
C 6.40 12.98 9.34
C 6.17 14.22 11.48
C 6.68 15.44 9.36
H 11.57 15.26 12.80
H 11.73 14.31 11.32
H 10.87 13.64 12.66
H 10.20 17.25 11.63
H 9.08 16.79 10.34
H 10.80 16.37 10.19
H 9.24 15.95 13.62
H 8.81 14.37 13.41
H 7.92 15.62 12.45
H 11.75 12.85 9.79
H 11.67 14.46 9.26
H 11.76 13.21 8.04
H 9.59 11.25 8.95
H 10.05 12.01 7.43
H 8.35 12.05 7.96
H 9.40 15.53 8.14
H 8.34 14.35 7.52
H 10.14 14.51 6.95
H 6.60 12.01 9.83
H 6.88 12.81 8.32
H 5.33 13.13 9.13
H 6.51 13.40 12.12
H 5.13 13.95 11.18
H 6.09 15.18 12.00
H 7.37 15.78 8.64
H 6.58 16.22 10.11
H 5.68 15.32 8.85
Cl 12.07 11.42 5.01
C 12.67 10.92 6.59
C 12.12 9.79 7.16
C 12.42 9.44 8.46
C 13.31 10.27 9.14
C 13.88 11.34 8.60
C 13.59 11.69 7.28
C 13.71 9.88 10.57
O 14.87 9.61 10.68
O 12.82 9.88 11.52
H 11.33 9.25 6.68
H 11.96 8.58 8.91
H 14.62 11.92 9.14
H 13.99 12.60 6.89
*
```

Calculated values
ΔE to the lowest compared entry with this formula, charge and spin in kcal per mole: 10.6
Frontier orbital gap in eV: 8.882

Results of the natural (NBO) charge analysis, in e, for atoms 1 through 2: 0.630 -1.013


A 2-piece molecular cluster, C4H15N2OS overall in a non-equilibrium geometry. Source: the Open Molecules 2025 dataset; level of theory: ωB97M-V/def2-TZVPD.

```
! wB97M-V def2-TZVPD RIJCOSX def2/J DEFGRID3
* xyz 1 1
N -0.36 -1.82 0.51
C 0.14 -0.42 0.77
C 0.45 0.25 -0.58
C 0.56 1.77 -0.42
S 0.23 2.65 -1.96
C 1.37 -0.56 1.65
N 1.11 -1.51 2.73
H -1.36 -1.79 0.19
H -0.54 -2.17 1.45
H 0.26 -2.43 -0.01
H -0.66 0.13 1.27
H -0.42 0.07 -1.19
H 1.33 -0.19 -1.03
H 1.56 2.08 -0.15
H -0.11 2.07 0.39
H -1.01 2.18 -2.17
H 2.23 -0.87 1.05
H 1.79 0.39 2.00
H 1.99 -1.95 2.99
H 0.81 -1.03 3.58
H -2.79 -1.58 -1.49
H -3.67 -2.40 -0.47
O -2.77 -2.25 -0.79
*
```

Calculated values
ΔE to the lowest compared entry with this formula, charge and spin in kcal per mole: 4.1
Frontier orbital gap in eV: 9.176

Results of the natural (NBO) charge analysis, in e, for atoms 1 through 2: -0.712 -0.049